Record 1
# C2H3NS

A structure of composition C2H3NS (ωB97M-V/def2-TZVPD, the OMol25 dataset).

The geometry in ORCA input format:
```
! wB97M-V def2-TZVPD RIJCOSX def2/J DEFGRID3
* xyz 0 1
C 0.385 -0.884 0.353
C -0.722 -0.900 -0.351
N -0.024 2.070 -0.243
S 0.481 0.023 -1.217
H 0.931 -1.018 1.170
H -1.696 -1.085 -0.185
H 0.645 1.794 0.473
*
```

Output
HOMO level (alpha / beta)	-7.90 / -7.95	eV
E_tot	-530.68542	Ha
gap between HOMO and LUMO (alpha / beta)	8.18 / 8.21	eV
relative energy (zero: lowest compared OMol25 entry of this formula, charge and spin)	6.7832	eV
max |F|	6.2	eV/Å

These are the natural (NBO) partial charges, in e, on atoms 1 to 4:
1 C -0.21
2 C -0.26
3 N -0.71
4 S 0.47



Record 2
# C2H3NS2

A structure of composition C2H3NS2 (ωB97M-V/def2-TZVPD, the OMol25 dataset).

The geometry in ORCA input format:
```
! wB97M-V def2-TZVPD RIJCOSX def2/J DEFGRID3
* xyz 0 1
C -2.131 -0.045 -0.020
C -0.039 -0.680 0.035
N -0.878 0.525 0.126
S -3.716 0.607 0.055
S -1.484 -1.730 -0.036
H 0.546 -0.627 -0.781
H 0.641 -0.681 1.016
H -0.483 1.332 -0.301
*
```

Output
HOMO level	-8.66	eV
E_tot	-929.08915	Ha
gap between HOMO and LUMO	8.99	eV
relative energy (zero: lowest compared OMol25 entry of this formula, charge and spin)	0.7665	eV
max |F|	5.3	eV/Å

These are the natural (NBO) partial charges, in e, on atoms 1 to 4:
1 C -0.04
2 C -0.34
3 N -0.60
4 S -0.12



Record 3
# C2H3NS4

A structure of composition C2H3NS4 (ωB97M-V/def2-TZVPD, the OMol25 dataset).

The geometry in ORCA input format:
```
! wB97M-V def2-TZVPD RIJCOSX def2/J DEFGRID3
* xyz 0 1
C 1.851 0.246 -0.110
C -1.363 0.488 0.019
N 1.538 -0.961 -0.421
S 3.009 1.190 0.364
S -1.346 -1.168 0.188
S -2.811 1.381 0.473
S -0.106 1.463 -0.578
H 2.218 -1.706 -0.357
H 0.518 -1.230 -0.428
H -3.509 0.298 0.851
*
```

Output
HOMO level	-8.86	eV
E_tot	-1725.46566	Ha
gap between HOMO and LUMO	7.99	eV
relative energy (zero: lowest compared OMol25 entry of this formula, charge and spin)	0.5809	eV
max |F|	1.5	eV/Å

These are the natural (NBO) partial charges, in e, on atoms 1 to 4:
1 C 0.14
2 C -0.52
3 N -0.81
4 S 0.10



Record 4
# C2H3Na2O2

A structure of composition C2H3Na2O2 (ωB97M-V/def2-TZVPD, the OMol25 dataset).

The geometry in ORCA input format:
```
! wB97M-V def2-TZVPD RIJCOSX def2/J DEFGRID3
* xyz 1 1
H -1.286 -0.871 2.482
O -1.285 -1.512 1.693
C -1.493 -0.703 0.610
C -2.649 0.015 0.572
O -3.005 0.931 -0.328
Na -2.499 -0.118 -2.594
Na -4.534 2.769 -0.281
H -0.607 -0.553 -0.023
H -3.426 -0.290 1.295
*
```

Output
HOMO level	-10.22	eV
E_tot	-552.86626	Ha
gap between HOMO and LUMO	5.68	eV
relative energy (zero: lowest compared OMol25 entry of this formula, charge and spin)	0.0000	eV
max |F|	2.7	eV/Å

These are the natural (NBO) partial charges, in e, on atoms 1 to 4:
1 H 0.48
2 O -0.70
3 C -0.07
4 C 0.10



Record 5
# C2H3O2

A structure of composition C2H3O2 (ωB97M-V/def2-TZVPD, the OMol25 dataset).

The geometry in ORCA input format:
```
! wB97M-V def2-TZVPD RIJCOSX def2/J DEFGRID3
* xyz 1 1
C -0.076 1.177 0.045
C -0.006 -1.227 -0.025
O 1.109 -1.379 -0.006
O 1.065 1.242 0.059
H -0.513 0.089 -0.188
H -0.784 1.988 -0.034
H -0.796 -1.890 0.149
*
```

Output
HOMO level	-17.47	eV
E_tot	-228.06723	Ha
gap between HOMO and LUMO	10.35	eV
relative energy (zero: lowest compared OMol25 entry of this formula, charge and spin)	1.8769	eV
max |F|	2.2	eV/Å

These are the natural (NBO) partial charges, in e, on atoms 1 to 4:
1 C 0.42
2 C 0.55
3 O -0.22
4 O -0.29



Record 6
# C2H3O2Pt

A structure of composition C2H3O2Pt (ωB97M-V/def2-TZVPD, the OMol25 dataset).

The geometry in ORCA input format:
```
! wB97M-V def2-TZVPD RIJCOSX def2/J DEFGRID3
* xyz 2 4
H 0.526 1.401 -0.840
C 0.169 -1.107 -0.195
O -0.960 -1.571 -0.292
O 0.296 -0.133 0.680
C 0.798 1.057 0.157
H 0.716 1.833 0.913
H 0.808 -0.578 -1.101
Pt -2.354 -0.901 0.678
*
```

Output
HOMO level (alpha / beta)	-18.98 / -23.24	eV
E_tot	-346.69913	Ha
gap between HOMO and LUMO (alpha / beta)	6.12 / 7.83	eV
relative energy (zero: lowest compared OMol25 entry of this formula, charge and spin)	1.3287	eV
max |F|	7.6	eV/Å

These are the natural (NBO) partial charges, in e, on atoms 1 to 4:
1 H 0.22
2 C 0.69
3 O -0.56
4 O -0.45



Record 7
# C2H3O2Sn

A structure of composition C2H3O2Sn (ωB97M-V/def2-TZVPD, the OMol25 dataset).

The geometry in ORCA input format:
```
! wB97M-V def2-TZVPD RIJCOSX def2/J DEFGRID3
* xyz 1 1
Sn -0.965 0.610 3.597
C 0.055 -0.117 -1.137
C 0.268 -0.050 0.359
O 1.263 0.462 0.911
O -0.601 -0.664 1.068
H -0.734 -0.790 -1.466
H 0.897 -0.324 -1.798
H -0.183 0.873 -1.534
*
```

Output
HOMO level	-13.39	eV
E_tot	-442.39846	Ha
gap between HOMO and LUMO	5.23	eV
relative energy (zero: lowest compared OMol25 entry of this formula, charge and spin)	0.9717	eV
max |F|	3.7	eV/Å

These are the natural (NBO) partial charges, in e, on atoms 1 to 4:
1 Sn 1.58
2 C -0.74
3 C 0.77
4 O -0.63



Record 8
# C2H3O3Rh

A structure of composition C2H3O3Rh (ωB97M-V/def2-TZVPD, the OMol25 dataset).

The geometry in ORCA input format:
```
! wB97M-V def2-TZVPD RIJCOSX def2/J DEFGRID3
* xyz 2 5
O 0.584 0.193 2.415
C 0.916 1.264 1.962
C 0.767 1.822 0.679
O 0.174 1.174 -0.282
H -1.100 -2.858 -1.196
H 1.426 2.668 0.439
Rh -0.565 -0.507 -0.230
O -0.985 -1.929 -1.428
H -1.216 -1.828 -2.359
*
```

Output
HOMO level (alpha / beta)	-19.31 / -21.59	eV
E_tot	-413.32506	Ha
gap between HOMO and LUMO (alpha / beta)	7.29 / 8.78	eV
relative energy (zero: lowest compared OMol25 entry of this formula, charge and spin)	0.9847	eV
max |F|	8.2	eV/Å

These are the natural (NBO) partial charges, in e, on atoms 1 to 4:
1 O -0.25
2 C 0.74
3 C 0.14
4 O -0.60



Record 9
# C2H3O3S

A cluster of 2 separate species, C2H3O3S in total (ωB97M-V/def2-TZVPD, the OMol25 dataset).

The geometry in ORCA input format:
```
! wB97M-V def2-TZVPD RIJCOSX def2/J DEFGRID3
* xyz -1 1
C 1.521 -0.127 0.912
C 0.747 1.105 0.544
O -3.249 0.385 -1.152
O -1.578 -1.417 -1.697
O 0.597 0.445 1.780
S -1.926 0.016 -1.693
H 1.311 -1.247 0.551
H 2.696 0.088 1.128
H -0.121 0.753 -0.373
*
```

Output
HOMO level (alpha / beta)	-2.10 / -4.08	eV
E_tot	-701.78988	Ha
gap between HOMO and LUMO (alpha / beta)	5.14 / 7.92	eV
relative energy (zero: lowest compared OMol25 entry of this formula, charge and spin)	5.5769	eV
max |F|	3.4	eV/Å

These are the natural (NBO) partial charges, in e, on atoms 1 to 4:
1 C -0.20
2 C -0.11
3 O -0.95
4 O -0.95



Record 10
# C2H3O3S

The ion C2H3O3S with charge -1 (ωB97M-V/def2-TZVPD, the OMol25 dataset).

The geometry in ORCA input format:
```
! wB97M-V def2-TZVPD RIJCOSX def2/J DEFGRID3
* xyz -1 1
C 1.524 0.017 -0.010
C 0.335 0.927 -0.158
O 1.242 -1.230 0.192
O 2.692 0.464 -0.075
O -2.510 -0.997 -0.157
S -0.811 -1.381 0.000
H 0.048 0.971 -1.096
H 0.165 1.698 0.618
H -2.686 -0.469 0.687
*
```

Output
HOMO level (alpha / beta)	-3.77 / -3.77	eV
E_tot	-701.85935	Ha
SMILES	C=C([O-])OSO
gap between HOMO and LUMO (alpha / beta)	7.38 / 7.38	eV
relative energy (zero: lowest compared OMol25 entry of this formula, charge and spin)	3.6865	eV
max |F|	5.8	eV/Å

These are the natural (NBO) partial charges, in e, on atoms 1 to 4:
1 C 0.71
2 C -0.44
3 O -0.71
4 O -0.72



Record 11
# C2H3O3S3

The ion C2H3O3S3 with charge -1 (ωB97M-V/def2-TZVPD, the OMol25 dataset).

The geometry in ORCA input format:
```
! wB97M-V def2-TZVPD RIJCOSX def2/J DEFGRID3
* xyz -1 1
C 1.885 -0.420 -0.553
C 0.215 -0.260 -0.055
O 2.248 0.524 -1.252
O 2.420 -1.340 -0.042
O -2.297 -0.706 -0.569
S -0.069 -1.260 1.399
S 0.109 1.530 0.260
S -0.842 -0.766 -1.354
H -2.135 0.129 -0.193
H 0.832 -2.140 1.007
H 1.111 1.776 -0.788
*
```

Output
HOMO level	-4.46	eV
E_tot	-1498.32666	Ha
SMILES	O=C([O-])C(S)(S)SO
gap between HOMO and LUMO	7.70	eV
relative energy (zero: lowest compared OMol25 entry of this formula, charge and spin)	1.5775	eV
max |F|	3.5	eV/Å

These are the natural (NBO) partial charges, in e, on atoms 1 to 4:
1 C 0.84
2 C -0.72
3 O -0.74
4 O -0.68



Record 12
# C2H3O3S3

A cluster of 2 separate species, C2H3O3S3 in total (ωB97M-V/def2-TZVPD, the OMol25 dataset).

The geometry in ORCA input format:
```
! wB97M-V def2-TZVPD RIJCOSX def2/J DEFGRID3
* xyz -1 1
C 3.830 0.007 -0.486
C -0.427 0.349 -0.800
O 4.340 0.466 -1.431
O 3.257 -0.440 0.404
O 0.288 -2.409 0.344
S 0.224 1.520 0.387
S -2.210 0.360 -0.926
S 0.374 -1.053 -0.980
H 0.884 -1.987 0.918
H 1.031 0.551 1.010
H -2.162 -0.082 -2.157
*
```

Output
HOMO level	-2.88	eV
E_tot	-1498.30842	Ha
gap between HOMO and LUMO	5.92	eV
relative energy (zero: lowest compared OMol25 entry of this formula, charge and spin)	2.0739	eV
max |F|	2.1	eV/Å

These are the natural (NBO) partial charges, in e, on atoms 1 to 4:
1 C 1.04
2 C -0.84
3 O -0.54
4 O -0.50